Computed, not measured: an isolated ion of composition C9H12N3O2 and charge +1 at a distorted geometry, with ωB97M-V/def2-TZVPD.

Calculated values
Relative energy (zero: lowest compared OMol25 entry of this formula, charge and spin)   44.8 kcal per mole
HOMO level   -14.9 eV
SMILES string   COC(=O)[C@]1(C#N)[NH+]=C1N1CCCC1
E_tot   -18082.7346 eV
Molecular weight   194.214 g mol⁻¹
LUMO level   -0.1547 Eh
Net charge   +1

CARTESIAN COORDINATES (ANGSTROEM)
N  0.4938  0.5883  -0.4112
C  2.8844  0.7388  -0.0746
H  2.5468  0.6440  2.0299
C  2.0662  0.9723  1.1732
C  0.7407  0.2485  0.9515
H  3.6936  1.4702  -0.3424
H  -5.3202  -1.6317  0.9129
C  -0.7067  0.8320  -0.8750
H  1.0488  -0.8271  1.0934
C  -2.6833  2.0237  0.3793
H  1.8255  2.0334  1.1794
O  -3.4046  -0.7180  0.6005
H  -4.1129  -2.2832  -0.3490
O  -3.0836  -1.0177  -1.6213
H  0.1022  0.5517  1.7104
N  -1.5026  1.3618  -1.8041
C  1.7179  0.8770  -1.1440
C  -2.9491  -0.4314  -0.5683
H  -1.6947  1.0436  -2.7579
H  1.8893  0.0749  -1.7925
H  -3.7915  -2.4731  1.5691
C  -2.1408  0.9189  -0.5487
H  3.2719  -0.2732  -0.2020
N  -2.7973  2.8173  1.1462
C  -4.2690  -1.9286  0.6354
H  1.5995  1.7644  -1.7539

Löwdin population analysis, charges in e, atoms 1 to 8: atom 1 (N): 0.01, atom 2 (C): -0.11, atom 3 (H): 0.10, atom 4 (C): -0.16, atom 5 (C): -0.10, atom 6 (H): 0.14, atom 7 (H): 0.12, atom 8 (C): -0.10